1.
{"formula": "C3H9N2O3", "method": "the ωB97M-V functional and the def2-TZVPD basis", "homo_lumo_gap_ha": [0.3548, 0.3548], "smiles": "CON=[N+](OC)OC", "e_lumo_ev": [-5.4, -5.4], "charge": 1, "species": ["C", "C", "C", "N", "N", "O", "O", "O", "H", "H", "H", "H", "H", "H", "H", "H", "H"], "coordinates": [[2.9671, 0.4763, -0.0618], [-1.4793, -2.1830, 0.1864], [-0.9543, 2.2340, -0.4418], [0.7169, -0.2430, -0.1294], [-0.5264, 0.0901, 0.2374], [1.5963, 0.7777, -0.0970], [-1.5897, -0.7032, 0.1589], [-0.7916, 1.3072, 0.6095], [3.2194, -0.6463, -0.1119], [3.4054, 1.1266, 0.6779], [3.3467, 0.8133, -0.9770], [-2.3484, -2.5341, -0.4683], [-1.4426, -2.5410, 1.2733], [-0.6138, -2.6003, -0.3228], [-0.0208, 2.6807, -0.6944], [-1.5895, 2.9639, -0.0624], [-1.5402, 1.8409, -1.3268]], "forces_ev_per_angstrom": [[1.4, -2.5, -0.5], [-0.4, -1.1, 0.2], [-0.9, -0.1, -2.5], [-2.2, 0.0, 0.9], [5.4, -0.7, -1.4], [-4.2, -0.2, 0.7], [0.1, -0.3, -0.3], [-0.7, -0.4, 1.4], [-0.6, 1.7, 1.0], [0.1, -0.5, 0.8], [0.5, 0.7, -1.6], [0.9, 0.7, 1.5], [-0.5, 0.7, -1.6], [0.4, 0.7, 0.0], [0.7, 0.1, -0.4], [-1.0, 1.4, 1.0], [1.0, -0.1, 0.9]]}


2.
{"formula": "C5H19N2O4", "method": "the ωB97M-V functional and the def2-TZVPD basis", "homo_lumo_gap_ha": 0.2968, "e_lumo_ev": 3.6, "charge": -1, "species": ["C", "O", "C", "C", "C", "C", "N", "N", "H", "H", "H", "H", "H", "H", "H", "H", "H", "H", "H", "H", "H", "H", "H", "O", "H", "H", "O", "H", "H", "O"], "coordinates": [[0.1171, -0.7639, -1.7586], [-1.2346, -0.9699, -1.9480], [0.6010, -1.2692, -0.3733], [0.1664, -0.3302, 0.7454], [1.0151, 0.9194, 1.0140], [1.4460, 2.4450, -0.8476], [0.5971, 2.1239, 0.2820], [0.1861, -2.6602, -0.2379], [0.3563, 0.3068, -1.8625], [0.5854, -1.2635, -2.6459], [1.6963, -1.1589, -0.4215], [-0.0159, -0.8359, 1.6967], [-0.8435, 0.0289, 0.5207], [2.0697, 0.6558, 0.8978], [0.9525, 1.1325, 2.0853], [1.7852, 1.6428, -1.5263], [1.0337, 3.3060, -1.3808], [2.4393, 2.7359, -0.4717], [-0.3635, 1.9510, -0.0022], [-0.6950, -2.7100, -0.7418], [0.8462, -3.3113, -0.6249], [-2.8884, 1.6066, 0.8075], [-2.3562, 2.3792, 1.9931], [-3.1781, 2.0222, 1.6539], [1.7106, -3.0081, 1.5533], [0.4308, -3.0361, 2.2520], [1.3737, -3.0128, 2.4551], [-1.9573, -0.0875, -1.2833], [-3.3385, 0.4869, -1.1661], [-2.5374, 0.6747, -0.6644]], "forces_ev_per_angstrom": [[-0.9, 0.4, -0.9], [-0.7, 0.0, 0.5], [1.2, 0.6, -1.3], [-1.3, 0.2, 0.4], [-0.1, -0.5, 0.6], [1.1, 0.4, 0.2], [0.3, -0.7, -0.2], [-0.4, 0.2, 1.1], [0.2, 0.0, 0.1], [0.7, 0.0, 0.8], [0.1, -0.6, 0.2], [0.5, -0.4, -0.1], [0.0, -0.1, -0.1], [0.2, 0.4, -0.5], [-0.2, 0.1, 0.1], [-1.0, -0.1, -0.1], [0.1, -0.3, -0.2], [-0.3, 0.5, 0.3], [0.1, 0.2, -0.3], [-0.1, -0.2, -0.2], [0.1, 0.0, -0.4], [-0.3, -0.3, 0.0], [0.1, 0.1, 0.2], [0.2, 0.0, -0.2], [0.1, 0.1, 0.0], [-0.1, 0.1, 0.0], [0.1, -0.2, 0.1], [1.0, -0.2, 0.3], [-0.4, 0.5, 0.3], [-0.3, -0.3, -0.7]]}


3.
{"formula": "C4H13NOS", "method": "the ωB97M-V functional and the def2-TZVPD basis", "s_squared": 0.7566, "homo_lumo_gap_ha": [0.3844, 0.1931], "spin_multiplicity": 2, "e_lumo_ev": [-3.1, -8.2], "charge": 1, "species": ["C", "C", "C", "C", "S", "N", "H", "H", "H", "H", "H", "H", "H", "H", "H", "H", "H", "H", "H", "O"], "coordinates": [[1.1828, -1.5724, -2.2758], [0.4387, -0.7944, -1.2100], [1.2195, 0.2996, -0.5305], [0.3263, 1.3595, 0.0172], [-0.5920, 2.1602, -1.3132], [-0.2174, -1.6480, -0.2844], [2.0223, -2.0986, -1.8698], [1.5272, -0.8770, -3.0260], [0.5586, -2.3190, -2.7683], [-0.4725, -0.3322, -1.7156], [1.7825, -0.1353, 0.2950], [1.9746, 0.7211, -1.2033], [-0.5010, 0.9725, 0.6167], [0.8539, 2.1242, 0.5870], [0.3467, 2.1496, -2.2687], [-0.6667, -1.2238, 0.5212], [-0.7312, -2.4105, -0.7172], [-3.7663, 1.3015, 5.4716], [-2.2659, 1.4520, 5.7626], [-3.0199, 0.8709, 5.9114]], "forces_ev_per_angstrom": [[-0.6, 0.0, -0.3], [-0.2, -1.0, 0.1], [0.8, -0.1, 0.6], [-0.5, 0.8, -0.3], [-0.5, -0.1, -0.4], [-0.3, 0.5, -0.7], [0.6, -0.2, 0.4], [0.1, 0.1, -0.3], [-0.1, 0.1, 0.0], [0.0, 0.7, -0.2], [0.2, -0.2, 0.0], [-0.3, -0.1, 0.0], [0.2, -0.1, 0.4], [0.0, -0.2, 0.1], [0.2, 0.1, 0.1], [0.1, -0.2, 0.2], [0.1, -0.2, 0.4], [0.2, -0.1, 0.2], [-0.1, 0.0, 0.1], [-0.1, 0.1, -0.3]]}


4.
{"formula": "C33H58F7N2O20PS6", "method": "the ωB97M-V functional and the def2-TZVPD basis", "homo_lumo_gap_ha": 0.2548, "smiles": "CCOCC1=C(S(=O)(=O)C(F)(F)C(F)(F)C(F)(F)F)C(=O)c2cc([PH2]=N)cc(CCN)c2C1=O.CCOS(C)(=O)=O.CCOS(C)(=O)=O.CCOS(C)(=O)=O.CCOS(C)(=O)=O.CCOS(C)(=O)=O", "e_lumo_ev": -1.6, "species": ["C", "C", "O", "C", "C", "C", "S", "O", "O", "C", "F", "F", "C", "F", "F", "C", "F", "F", "F", "C", "O", "C", "C", "C", "P", "N", "C", "C", "C", "C", "N", "C", "C", "O", "H", "H", "H", "H", "H", "H", "H", "H", "H", "H", "H", "H", "H", "H", "H", "H", "H", "H", "O", "S", "O", "O", "C", "C", "C", "H", "H", "H", "H", "H", "H", "H", "H", "O", "S", "O", "O", "C", "C", "C", "H", "H", "H", "H", "H", "H", "H", "H", "O", "S", "O", "O", "C", "C", "C", "H", "H", "H", "H", "H", "H", "H", "H", "O", "S", "O", "O", "C", "C", "C", "H", "H", "H", "H", "H", "H", "H", "H", "O", "S", "O", "O", "C", "C", "C", "H", "H", "H", "H", "H", "H", "H", "H"], "coordinates": [[3.6542, 3.3151, -0.8369], [3.1474, 2.4654, -2.0524], [3.8193, 1.1819, -2.0004], [2.8873, 0.1182, -2.1992], [2.0647, -0.0923, -0.8656], [2.6288, -0.3410, 0.3567], [4.4568, -0.5136, 0.5883], [4.6484, -1.0229, 1.9529], [5.1655, 0.7550, 0.5023], [5.0960, -1.8068, -0.5880], [5.6329, -1.3010, -1.7422], [3.9809, -2.5463, -0.9932], [6.0952, -2.8497, 0.0495], [5.5030, -3.6179, 1.0209], [6.4113, -3.7381, -0.9692], [7.4752, -2.2497, 0.5637], [7.4974, -2.2932, 1.9172], [7.7703, -1.0245, 0.0726], [8.4743, -3.0913, 0.1183], [1.6470, -0.4799, 1.5800], [1.8338, -1.2047, 2.5161], [0.3325, 0.3655, 1.5051], [-0.3346, 0.9192, 2.6654], [-1.5810, 1.6799, 2.4575], [-2.5705, 2.4194, 3.8688], [-3.9190, 1.5621, 3.9812], [-2.1527, 1.9213, 1.1230], [-1.4762, 1.3838, -0.0558], [-2.0993, 1.6341, -1.4695], [-2.9949, 0.3718, -1.8390], [-3.5500, -0.2332, -0.6018], [-0.2640, 0.6048, 0.1648], [0.4988, 0.0063, -1.0372], [0.0057, -0.4106, -2.0547], [4.7648, 3.4351, -0.9566], [3.4199, 2.7568, 0.1086], [3.1440, 4.3150, -0.7494], [3.3467, 2.9444, -3.0548], [2.0313, 2.3825, -1.9645], [3.3420, -0.8180, -2.5982], [2.1732, 0.4767, -2.9972], [0.0978, 0.7725, 3.6793], [-2.9844, 3.7510, 3.5126], [-1.8448, 2.4056, 5.0965], [-3.8823, 0.8128, 3.2804], [-3.0978, 2.4921, 0.9955], [-2.6585, 2.6040, -1.5201], [-1.2358, 1.6269, -2.1888], [-3.8559, 0.6551, -2.5012], [-2.4255, -0.4243, -2.3862], [-2.9192, -0.9362, -0.2068], [-4.4544, -0.6586, -0.8004], [2.1753, -1.6653, -5.1924], [1.4128, -2.1338, -6.3132], [0.1030, -1.6242, -6.5938], [1.3522, -3.7375, -6.2638], [0.8298, -4.3606, -5.0822], [-0.6786, -4.2257, -4.9870], [2.3901, -1.9835, -7.7753], [1.3193, -3.9589, -4.1911], [1.0912, -5.4177, -5.1443], [-0.9748, -3.1838, -4.8594], [-1.0631, -4.7893, -4.1353], [-1.1549, -4.5878, -5.8999], [3.3800, -2.3935, -7.5859], [2.4611, -0.9232, -8.0137], [1.8944, -2.5139, -8.5859], [-5.5255, -1.0697, 3.1730], [-6.4723, -1.0895, 4.2533], [-6.1868, -1.7602, 5.4890], [-7.8865, -1.6146, 3.6902], [-7.9261, -2.8896, 3.0418], [-7.8102, -4.0351, 4.0309], [-6.9615, 0.5625, 4.6184], [-7.1506, -2.9511, 2.2735], [-8.8893, -2.9528, 2.5332], [-6.8328, -4.0421, 4.5145], [-7.9411, -4.9947, 3.5273], [-8.5596, -3.9395, 4.8186], [-7.2104, 1.0742, 3.6916], [-6.1194, 1.0540, 5.1045], [-7.8157, 0.5360, 5.2928], [4.8310, 5.9431, -4.7135], [5.4114, 5.6344, -5.9882], [5.0757, 4.4330, -6.6949], [7.0092, 5.7428, -5.8708], [7.6727, 4.9450, -4.8801], [7.7263, 3.4798, -5.2715], [5.1646, 7.0022, -7.0764], [7.1979, 5.0762, -3.9044], [8.6897, 5.3305, -4.7979], [6.7278, 3.0420, -5.3020], [8.3190, 2.9105, -4.5537], [8.1606, 3.3636, -6.2661], [5.4436, 7.9204, -6.5635], [4.1082, 7.0242, -7.3397], [5.7669, 6.8540, -7.9705], [5.9732, -7.7400, 4.8215], [4.9272, -7.0478, 5.5169], [3.5514, -7.4204, 5.3643], [5.0773, -5.4730, 5.2447], [5.0793, -5.0148, 3.8847], [3.6951, -5.0638, 3.2651], [5.3056, -7.0187, 7.2412], [5.7990, -5.5854, 3.2918], [5.4249, -3.9803, 3.9022], [3.3404, -6.0913, 3.1716], [3.7020, -4.6214, 2.2689], [2.9757, -4.5294, 3.8880], [6.3401, -6.7085, 7.3736], [5.1633, -8.0280, 7.6244], [4.6236, -6.3328, 7.7397], [-8.9639, 2.5210, 2.6137], [-8.7345, 3.9267, 2.7837], [-8.4942, 4.4995, 4.0752], [-9.9199, 4.7368, 2.0635], [-11.2698, 4.4621, 2.4621], [-11.5925, 5.0523, 3.8224], [-7.4258, 4.4233, 1.7087], [-11.4617, 3.3863, 2.4424], [-11.9167, 4.9185, 1.7119], [-11.0082, 4.5741, 4.6094], [-12.6487, 4.9165, 4.0609], [-11.3548, 6.1173, 3.8453], [-7.6086, 4.0200, 0.7148], [-6.4987, 4.0192, 2.1149], [-7.3801, 5.5105, 1.6886]], "forces_ev_per_angstrom": [[0.0, -0.2, -0.3], [0.0, 0.9, 0.5], [-0.9, -0.4, -0.3], [-1.2, 0.8, -0.4], [0.5, -0.2, 0.1], [-1.2, 0.2, -1.4], [0.7, 2.7, 4.7], [-0.7, -1.0, -2.2], [-0.9, -1.4, -1.7], [-1.0, -1.3, -2.0], [-0.3, -0.3, 1.7], [1.2, 0.7, 0.8], [0.3, -1.3, -0.5], [0.7, 1.4, -1.1], [-0.6, 1.3, 0.9], [1.4, -1.2, 0.2], [0.0, 0.6, -1.5], [-0.8, -1.1, 0.9], [-1.2, 1.1, 0.7], [-0.3, 0.4, 0.0], [0.1, 0.3, -0.4], [-1.5, 1.2, -1.3], [-0.7, 0.2, -1.9], [1.2, 0.4, -1.2], [-2.3, -2.2, -1.1], [1.1, 0.5, -0.3], [2.3, -1.3, 0.6], [0.1, 0.1, 1.5], [1.0, -1.3, 0.2], [-0.3, -0.4, 0.0], [-0.3, 0.1, -0.4], [-0.1, 0.4, 0.7], [0.8, 0.1, 1.5], [0.2, 0.4, 0.4], [-1.1, 0.0, 0.4], [0.4, 0.4, -0.9], [0.6, -0.9, -0.4], [0.0, -0.4, 1.0], [0.8, -0.3, -0.1], [-0.1, 0.8, 0.6], [0.4, -0.8, 0.8], [-0.4, 0.1, -0.9], [1.2, -0.2, 0.4], [0.3, 0.6, -0.6], [-0.3, 0.1, 0.5], [0.9, -0.5, 0.2], [0.5, -1.0, 0.2], [-1.0, 0.4, 0.5], [0.8, 0.0, 0.6], [-0.1, 1.2, 0.3], [-0.4, 0.3, -0.3], [0.4, 0.0, 0.2], [-0.3, 0.0, 0.1], [0.2, -0.5, -0.5], [0.2, 0.1, 0.3], [0.3, 0.5, -0.3], [-0.5, -0.3, 0.7], [-0.1, 0.3, -0.1], [0.1, -0.1, 0.0], [0.1, 0.1, -0.2], [0.2, 0.2, -0.3], [0.0, -0.1, 0.0], [0.1, -0.1, 0.0], [0.0, -0.1, 0.1], [-0.1, 0.0, 0.0], [-0.1, 0.0, 0.1], [0.0, 0.0, 0.1], [0.0, -0.5, 0.2], [-0.5, 0.8, 0.2], [0.2, -0.2, -0.4], [0.2, 0.3, 0.1], [0.0, -0.8, -0.2], [0.2, 0.0, 0.2], [-0.2, 0.0, 0.0], [0.1, 0.2, 0.1], [0.0, 0.3, 0.1], [0.0, 0.0, 0.0], [-0.1, 0.1, -0.1], [0.0, 0.0, -0.1], [0.0, -0.1, 0.0], [0.1, -0.2, -0.2], [0.0, -0.1, -0.1], [0.0, -0.4, -0.1], [0.5, 0.4, -0.3], [-0.1, 0.1, 0.4], [-0.5, 0.3, -0.2], [0.4, -0.7, 0.5], [-0.3, -0.1, -0.1], [0.1, 0.1, 0.0], [-0.1, 0.1, -0.1], [-0.2, 0.3, -0.2], [0.1, 0.0, 0.0], [0.0, 0.1, 0.0], [0.1, 0.0, 0.1], [0.0, -0.1, 0.0], [0.0, -0.1, 0.1], [0.0, 0.0, 0.1], [-0.4, 0.0, -0.1], [0.1, 0.6, 0.3], [0.3, -0.2, -0.2], [0.1, -0.5, 0.5], [-0.2, 0.3, -0.9], [-0.2, -0.3, 0.1], [0.1, 0.1, 0.1], [0.0, -0.1, 0.2], [0.1, -0.1, 0.3], [0.0, 0.0, 0.0], [0.1, 0.1, 0.1], [0.1, 0.1, -0.1], [-0.1, 0.0, 0.0], [0.0, 0.0, -0.1], [0.0, 0.0, -0.1], [-0.1, 0.2, 0.3], [0.1, 0.5, -0.5], [-0.1, -0.4, -0.1], [0.6, -0.1, -0.1], [-0.8, -0.1, 0.5], [0.2, 0.0, 0.2], [0.0, 0.1, -0.2], [0.2, 0.0, 0.0], [0.3, 0.0, -0.2], [0.0, 0.0, 0.0], [0.0, 0.0, -0.1], [-0.1, 0.0, 0.0], [0.0, 0.0, 0.1], [-0.1, -0.1, 0.1], [0.0, 0.0, 0.0]]}


5.
{"formula": "C2H2Br2Cl2", "method": "the ωB97M-V functional and the def2-TZVPD basis", "homo_lumo_gap_ha": [0.2935, 0.2990], "e_lumo_ev": [-0.7, -0.6], "species": ["C", "C", "Cl", "Cl", "Br", "Br", "H", "H"], "coordinates": [[0.9993, 0.1603, 0.8148], [-0.7184, -0.1430, -1.0165], [0.9823, -1.3146, 1.7454], [0.3803, 1.5545, 1.5429], [-1.7708, -1.6295, -0.4866], [-1.4676, 1.6082, -0.8912], [1.9674, 0.1012, 0.2206], [-0.3725, -0.3372, -1.9294]], "forces_ev_per_angstrom": [[0.2, -1.7, -2.1], [-0.7, 1.2, 5.1], [-0.4, 0.5, -0.1], [0.7, -0.2, 0.2], [0.1, 0.4, 0.1], [-0.2, -0.8, -0.5], [-1.5, 1.1, 0.8], [1.8, -0.5, -3.5]]}


6.
{"formula": "C5H8O2", "method": "the ωB97M-V functional and the def2-TZVPD basis", "homo_lumo_gap_ha": 0.3545, "smiles": "CC1=C[C@H]1O.C=O", "e_lumo_ev": 0.5, "species": ["C", "C", "C", "O", "C", "C", "O", "H", "H", "H", "H", "H", "H", "H", "H"], "coordinates": [[-0.9744, -1.5422, 0.4706], [-0.4596, -0.7975, -0.7031], [0.5732, 1.5893, 1.7924], [-0.1024, 2.1513, 0.9610], [-0.6847, -0.1235, -1.7979], [0.7368, -0.2886, -1.4248], [1.5171, 0.7802, -0.9405], [-2.0677, -1.5285, 0.5072], [-0.6376, -2.5846, 0.4366], [-0.5910, -1.1124, 1.4034], [1.4747, 1.0202, 1.5058], [0.3075, 1.6220, 2.8648], [-1.3981, 0.3118, -2.4843], [1.4037, -0.9601, -1.9695], [0.9026, 1.4627, -0.6216]], "forces_ev_per_angstrom": [[0.0, 0.0, 0.0], [-0.1, 0.1, -0.2], [-0.2, 0.2, -0.2], [0.3, -0.2, 0.4], [-0.1, -0.1, 0.2], [0.1, -0.3, -0.2], [-0.1, 0.2, 0.0], [0.2, 0.0, 0.0], [0.0, 0.2, 0.0], [0.0, -0.1, -0.1], [-0.1, 0.0, 0.0], [0.0, 0.0, -0.1], [0.1, -0.1, 0.1], [-0.1, 0.1, 0.1], [0.1, -0.1, 0.0]]}


| no. | electronic energy (Ha) |
| --- | --- |
| 1 | -454.4003 |
| 2 | -612.3871 |
| 3 | -688.0568 |
| 4 | -6335.8118 |
| 5 | -6145.6902 |
| 6 | -345.6769 |